# C4H14N2O2

2 unconnected molecules or ions with the total composition C4H14N2O2 (wB97M-V/def2-TZVPD, OMol25).

As for the spin multiplicity: 1. The orbital gap comes out at 11.2 eV. The highest occupied orbital energy is -0.6741 Ha. Its total energy is -420.1433 a.u. The value obtained for the molar mass is 122.17 g mol⁻¹. Its LUMO energy is -7.12 eV. The relative energy (zero: lowest compared OMol25 entry of this formula, charge and spin) is 0.949 eV. Its total charge is +2.

The geometry in XYZ format:
```
22
Properties=species:S:1:pos:R:3:forces:R:3
O 2.43026 -0.28455 -1.00047 0.0 -0.1 -0.2
C 1.95731 0.55079 -0.29728 0.3 0.4 1.4
C 0.84207 0.14966 0.70611 -0.3 -0.7 -0.1
C -0.49275 0.16433 -0.06257 -0.2 -2.0 -0.3
C -0.88388 1.36122 -0.90226 -1.7 0.4 2.2
N -1.92952 2.31135 -0.12896 1.1 -1.3 -0.1
N 1.16127 -1.26670 1.12581 1.0 -0.1 0.4
H 2.30584 1.59372 -0.22152 0.0 0.0 -0.5
H 0.77840 0.64968 1.67125 0.3 0.8 -0.4
H -1.27933 -0.29794 0.54249 -0.4 1.0 0.5
H -0.50551 -0.70421 -0.73989 0.8 0.4 -0.4
H -1.48985 1.04506 -1.73028 0.4 0.0 -0.8
H -0.08378 2.06868 -1.06980 0.2 -0.3 -0.8
H -2.10335 2.10562 0.85150 -0.5 -0.8 0.0
H -2.78545 2.48063 -0.65112 -0.2 0.0 0.1
H -1.39823 3.13156 -0.03792 0.3 2.2 -0.2
H 0.35673 -1.86409 1.29893 -0.2 -0.3 -0.5
H 1.73610 -1.31577 1.96626 -0.1 0.6 0.5
H 1.81371 -1.71100 0.46558 -0.7 -0.1 -0.7
H 0.34719 -3.34013 -1.14778 0.2 0.8 -0.3
H -0.55521 -3.85071 -0.18928 -0.7 0.3 0.6
O -0.22202 -2.97719 -0.44882 0.4 -1.3 -0.3
```
Forces are in eV/Å.

=====

# C4H14N2P

A gas-phase ion, C4H14N2P (charge +1) (wB97M-V/def2-TZVPD, OMol25).

As for the spin multiplicity: 1. The orbital gap comes out at 10.9 eV. The highest occupied orbital energy is -0.5080 Ha. Its total energy is -611.3158 a.u. The value obtained for the molar mass is 121.14 g mol⁻¹. Its LUMO energy is -2.89 eV. The relative energy (zero: lowest compared OMol25 entry of this formula, charge and spin) is 3.417 eV. Its total charge is +1. Its SMILES is CC[N@H+](C)CNP.

The geometry in XYZ format:
```
21
Properties=species:S:1:pos:R:3:forces:R:3
C 2.37062 0.74792 0.01967 0.7 -0.8 -1.3
C 0.87711 0.97853 0.24102 0.3 0.5 0.5
N -0.12803 0.12708 -0.49198 1.6 -0.4 -1.3
C -0.15767 0.35001 -1.96346 -1.9 2.2 -2.2
C -1.47025 0.19362 -0.01393 -2.5 -4.0 2.9
N -1.47216 -0.67601 1.50144 0.0 2.0 -3.9
P -0.51112 -2.11857 1.50427 0.3 1.0 1.5
H 2.84615 1.19457 -0.89812 -0.9 -0.2 0.7
H 2.75619 1.33515 0.86805 0.6 -0.8 -0.3
H 2.69744 -0.35639 -0.03603 -0.5 1.7 0.8
H 0.63436 2.00546 0.03787 -0.2 0.5 -0.3
H 0.73201 0.84478 1.31691 -0.6 -0.3 -0.3
H 0.26947 -0.80199 -0.34876 -0.3 -0.7 0.1
H -0.72866 1.39322 -2.13646 1.5 -2.2 0.4
H 0.86636 0.43281 -2.35238 -0.5 -0.2 0.1
H -0.82260 -0.38542 -2.59152 1.6 0.9 1.7
H -2.20353 -0.29785 -0.84572 1.6 1.5 2.4
H -1.68403 1.12206 0.46747 -0.5 0.9 -0.8
H -2.43076 -0.96202 1.66585 -0.2 0.5 -0.1
H -1.51395 -2.94887 1.19245 -1.1 -1.7 -0.9
H -0.92695 -2.17807 2.86336 1.0 -0.6 0.1
```
Forces are in eV/Å.